Entry 1:
Computed, not measured: C44H36N4O2P2Re as an isolated structure, with ωB97M-V with the def2-TZVPD basis set.

The calculation puts the gap between HOMO and LUMO (spin up / spin down) at 0.166 / 0.163 Ha. The energy relative to the best compared isomer or geometry (same formula, charge and spin) is 0.000 eV. As for the net charge: +4. As for the spin multiplicity: 2. Its LUMO energy (spin up / spin down) is -0.5290 / -0.5292 Eh.

XYZ file:
```
89
Properties=species:S:1:pos:R:3:lowdin_spin:R:1
Re 0.540 -0.652 0.031 1.027
C -0.810 -1.530 -1.675 0.107
N -1.018 -0.592 -2.698 0.049
C 0.136 0.280 -2.949 0.021
P 0.410 1.256 -1.363 0.031
C 2.056 1.936 -1.453 0.010
C 3.132 1.096 -1.775 0.003
C 4.418 1.603 -1.786 0.000
C 4.638 2.939 -1.462 0.003
C 3.575 3.768 -1.122 0.001
C 2.280 3.275 -1.114 0.002
C -0.793 2.579 -1.457 -0.001
C -0.663 3.459 -2.545 -0.001
C -1.544 4.519 -2.679 0.000
C -2.551 4.712 -1.736 -0.001
C -2.675 3.851 -0.655 0.000
C -1.794 2.786 -0.512 -0.002
C -2.182 -0.428 -3.336 -0.065
C -2.479 0.781 -4.069 -0.018
C -3.636 0.872 -4.775 -0.016
C -4.534 -0.220 -4.801 -0.087
C -4.274 -1.408 -4.085 -0.014
C -3.133 -1.517 -3.353 -0.020
P -1.191 -0.218 1.307 -0.064
C -2.911 -0.557 1.044 -0.009
C -3.661 -1.132 2.080 -0.009
C -4.993 -1.454 1.870 0.001
C -5.596 -1.162 0.654 -0.010
C -4.867 -0.553 -0.367 -0.001
C -3.528 -0.267 -0.183 -0.007
C -1.047 0.109 3.062 -0.010
C -1.410 1.369 3.542 -0.003
C -1.334 1.626 4.902 0.000
C -0.922 0.628 5.779 -0.001
C -0.574 -0.630 5.300 0.000
C -0.625 -0.893 3.939 -0.003
H -0.103 -2.286 -2.024 0.020
H -1.738 -1.966 -1.329 0.005
H 0.010 0.890 -3.838 0.001
H 0.997 -0.374 -3.109 0.003
H 2.972 0.054 -2.039 0.000
H 5.250 0.968 -2.059 0.000
H 5.644 3.337 -1.481 0.000
H 3.755 4.806 -0.872 0.000
H 1.458 3.927 -0.852 0.000
H 0.144 3.343 -3.262 0.000
H -1.434 5.208 -3.506 0.000
H -3.229 5.550 -1.838 0.000
H -3.447 4.016 0.085 0.000
H -1.887 2.135 0.346 -0.002
H -1.823 1.637 -4.011 0.000
H -3.877 1.776 -5.319 0.000
H -5.439 -0.146 -5.396 -0.003
H -4.960 -2.242 -4.155 0.000
H -2.886 -2.459 -2.885 0.000
H -3.212 -1.329 3.045 0.000
H -5.565 -1.912 2.665 0.000
H -6.644 -1.387 0.506 0.000
H -5.363 -0.280 -1.290 0.000
H -2.975 0.263 -0.950 -0.001
H -1.755 2.148 2.870 0.000
H -1.611 2.601 5.280 0.000
H -0.884 0.830 6.841 0.000
H -0.273 -1.409 5.988 0.000
H -0.358 -1.878 3.571 -0.001
O 6.137 -4.723 3.194 0.000
N 5.272 -4.830 2.367 0.000
O 4.976 -5.825 1.739 0.000
C 4.442 -3.619 2.107 -0.001
C 4.416 -2.681 3.069 0.000
C 3.588 -1.522 2.927 0.000
C 3.608 -0.451 3.845 0.012
C 2.816 0.646 3.614 0.000
C 1.955 0.644 2.519 0.012
N 1.897 -0.362 1.647 0.016
C 2.745 -1.423 1.824 0.009
C 2.809 -2.408 0.786 0.003
N 2.053 -2.168 -0.335 0.007
C 2.273 -2.929 -1.410 0.002
C 3.185 -3.972 -1.422 0.001
C 3.877 -4.279 -0.273 0.001
C 3.701 -3.482 0.880 0.000
H 5.031 -2.809 3.952 0.000
H 4.261 -0.498 4.709 0.001
H 2.829 1.502 4.274 0.000
H 1.296 1.482 2.341 0.001
H 1.718 -2.700 -2.310 0.000
H 3.337 -4.540 -2.329 0.000
H 4.570 -5.108 -0.258 0.000
```

Entry 2:
Computed, not measured: C44H36NO3P2PrS2 as an isolated structure at a distorted geometry, with ωB97M-V with the def2-TZVPD basis set.

The calculation puts the gap between HOMO and LUMO (spin up / spin down) at 0.221 / 0.226 Ha. As for the net charge: +2. As for the spin multiplicity: 3. Its LUMO energy (spin up / spin down) is -0.2907 / -0.2867 Eh.

XYZ file:
```
89
Properties=species:S:1:pos:R:3:lowdin_spin:R:1
Pr -1.252 0.537 -0.707 2.032
P 1.671 1.549 -1.052 -0.006
C -1.024 1.323 1.553 0.000
O -1.039 1.858 2.598 0.006
P -1.511 -1.903 0.799 -0.006
C 1.627 3.345 -0.674 0.000
C 1.715 1.581 -2.890 -0.001
C 3.396 1.079 -0.631 -0.001
C -0.857 -2.894 2.166 -0.001
C -3.136 -1.222 1.383 0.000
C -2.018 -3.119 -0.469 -0.002
C 2.574 3.988 0.144 0.000
C 2.359 5.305 0.564 0.000
C 1.204 5.988 0.177 0.000
C 0.293 5.373 -0.687 0.000
C 0.531 4.083 -1.152 0.000
H 3.486 3.467 0.433 0.000
H 3.103 5.793 1.194 0.000
H 1.015 7.001 0.531 0.000
H -0.603 5.905 -1.009 0.000
H -0.136 3.654 -1.907 0.000
C 3.718 0.896 0.731 0.000
C 5.001 0.498 1.109 0.000
C 5.991 0.288 0.144 0.000
C 5.697 0.513 -1.204 0.000
C 4.413 0.915 -1.590 0.000
H 2.955 1.077 1.489 0.000
H 5.232 0.360 2.165 0.000
H 6.990 -0.031 0.441 0.000
H 6.470 0.387 -1.961 0.000
H 4.210 1.118 -2.642 0.000
C 2.080 2.717 -3.637 0.000
C 1.968 2.704 -5.032 0.000
C 1.536 1.546 -5.690 0.000
C 1.257 0.388 -4.954 0.000
C 1.369 0.392 -3.565 0.000
H 2.443 3.616 -3.133 0.000
H 2.224 3.601 -5.600 0.000
H 1.434 1.543 -6.774 0.000
H 0.961 -0.528 -5.467 0.000
H 1.191 -0.526 -2.992 0.000
C -4.205 -1.036 0.482 0.000
C -5.400 -0.495 0.950 0.000
C -5.516 -0.066 2.269 0.000
C -4.437 -0.192 3.145 0.000
C -3.254 -0.781 2.713 0.000
H -4.147 -1.359 -0.564 0.000
H -6.248 -0.448 0.272 0.000
H -6.446 0.369 2.621 0.000
H -4.538 0.153 4.174 0.000
H -2.408 -0.905 3.392 0.000
C 0.128 -2.316 2.988 0.000
C 0.698 -3.061 4.015 0.000
C 0.269 -4.366 4.270 0.000
C -0.748 -4.925 3.491 0.000
C -1.308 -4.197 2.437 0.000
H 0.433 -1.285 2.806 0.000
H 1.478 -2.618 4.630 0.000
H 0.715 -4.943 5.080 0.000
H -1.115 -5.928 3.703 0.000
H -2.097 -4.638 1.835 0.000
C -3.124 -3.974 -0.312 0.000
C -3.502 -4.822 -1.360 0.000
C -2.803 -4.791 -2.572 0.000
C -1.687 -3.960 -2.718 0.000
C -1.264 -3.157 -1.658 -0.001
H -3.693 -3.981 0.622 0.000
H -4.341 -5.504 -1.221 0.000
H -3.117 -5.427 -3.397 0.000
H -1.137 -3.947 -3.657 0.000
H -0.352 -2.549 -1.740 0.000
H 2.678 -2.117 0.879 0.000
H 2.584 -2.471 0.214 0.000
O -6.841 1.837 0.726 0.000
S -6.265 2.567 -0.375 0.000
O -7.182 3.121 -1.340 0.000
N -5.027 1.735 -1.084 -0.003
C -3.902 2.451 -1.130 -0.001
S -2.738 2.148 -2.365 -0.013
C -3.867 3.552 -0.156 0.000
C -2.789 4.216 0.420 0.000
C -3.023 5.156 1.424 0.000
C -4.337 5.430 1.833 0.000
C -5.422 4.719 1.302 0.000
C -5.162 3.789 0.306 0.000
H -1.779 3.991 0.078 0.000
H -2.192 5.702 1.880 0.000
H -4.513 6.217 2.564 0.000
H -6.450 4.879 1.626 0.000
```

| no. | calculated total energy (eV) |
| --- | --- |
| 1 | -76932.701 |
| 2 | -108145.134 |